1.
The following is a quantum chemistry calculation of a molecular structure, C31H44F42N10O30S14, from OMol25.

The geometry in XYZ format:
```
171
Properties=species:S:1:pos:R:3:lowdin_charge:R:1
C -9.62266 -2.23464 0.55585 -0.0568
C -9.11332 -2.46244 -0.90774 -0.3048
C -7.99469 -3.49737 -0.89379 -0.2472
O -6.77550 -2.95905 -0.41705 -0.2001
C -5.83690 -3.96123 -0.27887 -0.1036
N -10.27574 -3.00829 -1.80542 0.0750
H -10.59895 -3.90277 -1.46550 -0.0158
H -11.09405 -2.41875 -1.85937 -0.0139
H -10.02658 -3.18749 -2.76766 0.0072
H -8.72467 -2.09686 1.15813 0.0812
H -9.98784 -3.17483 0.96912 0.0619
H -10.31837 -1.41722 0.74536 0.0706
H -8.78232 -1.53237 -1.36981 0.1354
H -7.84685 -3.91585 -1.88934 0.1077
H -8.26678 -4.22872 -0.13275 0.1120
H -4.88980 -3.49212 -0.01237 0.0908
H -5.72039 -4.43767 -1.25228 0.0924
H -6.28647 -4.56180 0.51190 0.0969
C 4.82100 5.94153 -2.64687 -0.0305
C 4.02515 4.82669 -3.31872 -0.2561
C 4.90038 3.70838 -3.84672 -0.2179
O 3.99314 3.02075 -4.61234 -0.2041
C 4.57581 1.91538 -5.37001 -0.0550
N 2.91120 4.27002 -2.36316 0.2663
H 3.19574 3.95246 -1.44758 0.0769
H 2.16977 4.95324 -2.30315 0.0975
H 2.48799 3.43053 -2.73228 0.1108
H 5.69900 6.18887 -3.24357 0.0872
H 5.21644 5.54448 -1.71195 0.0747
H 4.19320 6.78774 -2.36777 0.0744
H 3.47744 5.36093 -4.09506 0.1393
H 5.22293 3.09584 -3.00478 0.1248
H 5.78405 4.03078 -4.39743 0.1365
H 3.86165 1.11598 -5.56760 0.0800
H 5.48803 1.42102 -5.03601 0.0941
H 4.77874 2.31880 -6.36206 0.0822
C 2.92899 0.14287 -2.79427 -0.0625
C 1.68909 -0.45548 -2.07214 -0.1935
C 1.52916 0.00631 -0.59207 -0.1508
N 0.16008 -0.08066 0.06580 -0.1951
C -0.59762 1.13702 -0.46170 -0.0767
C -1.98973 1.18537 0.17582 -0.1460
C -2.84005 -0.10647 -0.02763 -0.1109
C -1.92198 -1.32575 0.56392 -0.1354
C -0.62972 -1.42096 -0.17113 -0.0788
C 0.47912 0.04799 1.60582 0.0522
H 2.74163 1.21608 -2.82913 0.0374
H 2.99753 -0.13657 -3.84561 0.0681
H 3.81440 -0.08254 -2.19985 0.0787
H 1.95232 -1.50273 -1.92355 0.1102
H 0.75453 -0.27721 -2.60403 0.0710
H 1.93281 1.01374 -0.49085 0.0881
H 2.15816 -0.66405 -0.00633 0.1190
H -0.73752 0.99511 -1.53333 0.1276
H 0.02647 1.97027 -0.13873 0.1262
H -2.51119 2.02966 -0.27513 0.1187
H -2.06304 1.56744 1.19403 0.1050
H -3.15088 -0.33146 -1.04786 0.0994
H -3.78940 -0.07618 0.50708 0.0777
H -2.51601 -2.20644 0.31974 0.1004
H -1.72031 -1.23308 1.63109 0.1088
H -0.69800 -1.41897 -1.25899 0.1075
H 0.01904 -2.23814 0.14421 0.1325
H 1.15548 0.87162 1.83445 0.0935
H 0.93056 -0.86957 1.98315 0.1085
H -0.36071 0.43580 2.18236 0.0653
C 0.52491 3.28419 -5.29180 -0.5869
F 1.30608 2.62688 -4.34346 0.0677
F 1.28039 3.95829 -6.21252 0.0976
F -0.35146 2.48249 -5.89951 0.1624
S -0.47797 4.56391 -4.43355 0.7341
O -1.46426 4.88353 -5.49274 -0.2974
O -1.11542 3.78151 -3.31154 -0.3090
N 0.69050 5.77480 -3.96094 -0.2855
S -0.24120 6.92989 -4.12647 0.5086
O -0.72517 7.31375 -5.46866 -0.3375
O -1.32933 6.92422 -3.11886 -0.3089
C 0.93688 8.41230 -3.78505 -0.6357
F 1.80202 8.14786 -2.83647 0.1127
F 1.72692 8.62982 -4.87204 0.0808
F 0.36609 9.57791 -3.41901 0.1169
C -4.48909 -3.73304 -8.19656 -0.6343
F -4.83253 -3.72910 -9.48834 0.1120
F -5.03852 -2.75581 -7.55807 0.1566
F -4.93657 -4.87632 -7.56696 0.0800
S -2.49042 -3.55280 -8.08218 0.7164
O -2.08307 -4.95512 -8.20394 -0.3526
O -2.04090 -2.55638 -9.08715 -0.3381
N -2.37935 -3.18886 -6.36963 -0.3086
S -1.40682 -2.00021 -6.43361 0.5328
O -0.14266 -2.42768 -7.05412 -0.3615
O -1.97823 -0.77186 -6.97662 -0.3395
C -1.07859 -1.59116 -4.45121 -0.6390
F -0.54598 -0.35986 -4.41829 0.0936
F -2.21694 -1.65631 -3.81233 0.1510
F -0.17840 -2.32632 -3.83507 0.1392
C 5.75679 3.06206 0.60500 -0.7055
F 6.11888 4.27660 1.05825 0.1384
F 5.74247 3.08181 -0.69452 0.1373
F 6.55590 2.16209 1.03712 0.2022
S 4.00738 2.41085 1.20371 0.7406
O 3.84837 1.03862 0.77518 -0.2803
O 4.07124 2.45815 2.70907 -0.2850
N 3.00794 3.56333 0.43488 -0.3395
S 2.36857 4.32101 1.49363 0.5006
O 1.09762 3.70231 1.98717 -0.2951
O 3.18755 4.92598 2.50592 -0.2928
C 1.79641 5.89666 0.48994 -0.5752
F 1.25680 6.83643 1.37742 0.0751
F 2.77841 6.51357 -0.11260 0.1239
F 0.86736 5.58737 -0.46451 0.0900
C 0.37141 3.74570 5.31305 -0.7036
F 0.16698 4.81794 4.50308 0.1124
F 1.47315 3.15247 5.02421 0.1668
F 0.47094 4.14768 6.55264 0.1411
S -1.00359 2.37952 5.15964 0.7366
O -2.25633 2.96520 5.61834 -0.3149
O -1.07923 1.95536 3.75045 -0.3317
N -0.27598 1.22118 6.25087 -0.3105
S -0.00164 -0.07404 5.55153 0.5100
O -1.01207 -0.42676 4.59480 -0.3298
O 1.38289 -0.14289 5.04222 -0.3292
C -0.12328 -1.33866 7.04901 -0.5955
F 0.72156 -1.00716 8.02312 0.1082
F -1.39989 -1.22843 7.58964 0.0573
F 0.11741 -2.59636 6.69868 0.1320
C 8.06741 -4.42705 4.88081 -0.6119
F 6.93338 -5.11303 5.14874 0.0980
F 7.90017 -3.14079 5.19306 0.1474
F 8.99768 -4.96927 5.74354 0.0811
S 8.44234 -4.68790 3.06019 0.7388
O 9.66015 -3.84975 2.82467 -0.3622
O 8.69172 -6.11953 2.73972 -0.3356
N 6.96547 -4.06636 2.36230 -0.2961
S 7.34915 -3.00404 1.36576 0.5257
O 7.88422 -1.76312 1.99782 -0.3659
O 8.07758 -3.45254 0.20822 -0.3352
C 5.54497 -2.43096 0.65391 -0.5250
F 5.60969 -1.47199 -0.30661 0.0835
F 4.97358 -3.52186 0.07069 0.0802
F 4.74128 -1.93750 1.66841 0.0771
C -5.13880 -1.76294 3.08491 -0.6768
F -3.95851 -2.19578 2.86090 0.2004
F -5.88511 -1.78696 1.95445 0.0927
F -5.74625 -2.53206 3.99663 0.1212
S -5.06069 0.08264 3.67605 0.7569
O -4.58782 0.04089 5.10894 -0.3160
O -4.13668 0.68816 2.66538 -0.3302
N -6.72385 0.50518 3.54565 -0.3146
S -6.61066 1.80855 2.79330 0.5116
O -5.72868 2.85628 3.34170 -0.3218
O -6.33570 1.69008 1.36823 -0.3457
C -8.47616 2.52992 2.78277 -0.5655
F -9.10784 2.10430 3.92508 0.0646
F -8.46736 3.86094 2.79366 0.1033
F -9.07371 2.26550 1.57997 0.0702
C 4.71148 -7.83886 6.22748 -0.6336
F 4.54021 -8.47737 7.39092 0.1030
F 5.46592 -6.75537 6.56627 0.0828
F 5.48697 -8.46170 5.32907 0.1255
S 2.97804 -7.40020 5.64346 0.6476
O 2.43966 -8.58843 4.94443 -0.3497
O 2.28154 -6.99753 6.86356 -0.3160
N 3.28533 -6.22697 4.47366 -0.2872
S 1.82586 -5.54333 4.35254 0.5881
O 0.75172 -6.47236 3.92485 -0.3487
O 1.45008 -4.68506 5.44969 -0.3104
C 2.08293 -4.37104 2.85126 -0.5280
F 1.01586 -3.50135 2.62283 0.0706
F 3.18936 -3.60015 3.14975 0.0810
F 2.20662 -5.08518 1.70430 0.0961
```

Computed properties:
Kohn-Sham gap (spin up / spin down) in eV: 4.047 / 6.682
⟨S²⟩: 0.75
2S+1: 2
E in Ha: -13780.69300
Net charge: -5

=====

2.
The following is a quantum chemistry calculation of C2H3ClO2S in the gas phase, from OMol25.

The geometry in XYZ format:
```
9
Properties=species:S:1:pos:R:3:lowdin_charge:R:1
C 0.64303 0.76771 -0.01231 -0.2256
C 1.39605 1.86508 0.90230 -0.8511
O 0.11747 -2.05225 0.72623 -0.5262
O 0.94153 2.28597 1.90405 0.0591
S 0.61896 -1.33439 -0.66343 0.7891
Cl 2.88325 2.45428 0.19122 0.6686
H -0.35717 0.62053 0.19225 -0.0077
H 1.06769 1.09986 -1.05350 0.0581
H -0.85341 -2.09351 0.58427 0.0357
```

Computed properties:
Kohn-Sham gap in eV: 8.628
Relative energy (zero: lowest compared OMol25 entry of this formula, charge and spin) in kcal per mole: 52.4
SMILES string: O=C(Cl)CSO
E in Ha: -1086.76722
Net charge: 0

=====

Q: What is the E in the first record?
A: -13780.69300 Ha

=====

Please write out number 2 again, unchanged.
The following is a quantum chemistry calculation of C2H3ClO2S in the gas phase, from OMol25.

The geometry in XYZ format:
```
9
Properties=species:S:1:pos:R:3:lowdin_charge:R:1
C 0.64303 0.76771 -0.01231 -0.2256
C 1.39605 1.86508 0.90230 -0.8511
O 0.11747 -2.05225 0.72623 -0.5262
O 0.94153 2.28597 1.90405 0.0591
S 0.61896 -1.33439 -0.66343 0.7891
Cl 2.88325 2.45428 0.19122 0.6686
H -0.35717 0.62053 0.19225 -0.0077
H 1.06769 1.09986 -1.05350 0.0581
H -0.85341 -2.09351 0.58427 0.0357
```

Computed properties:
Kohn-Sham gap in eV: 8.628
Relative energy (zero: lowest compared OMol25 entry of this formula, charge and spin) in kcal per mole: 52.4
SMILES string: O=C(Cl)CSO
E in Ha: -1086.76722
Net charge: 0

=====

Q: The lowest E belongs to which entry?
A: C31H44F42N10O30S14